Here is C10H30NO5Y as an isolated structure from the OMol25 dataset. Energies are from ωB97M-V/def2-TZVPD.

## Properties
DFT total energy: -866.8298 hartree
LUMO level (alpha / beta): -0.5388 / -0.5461 hartree
Spin multiplicity: 2
Charge: +3
Expectation value of S²: 0.7546
Largest force on an atom: 5.4 eV/A
Kohn-Sham gap (alpha / beta): 2.253 / 2.019 eV

```
47
Properties=species:S:1:pos:R:3:forces:R:3
Y 0.4067 0.7715 4.1118 1.248 -2.661 -3.794
O 0.8647 -0.1730 2.1145 -1.540 2.529 4.249
H 0.2828 -0.2901 1.3386 0.557 -0.250 0.182
C 1.1491 -4.6238 0.6442 -0.122 1.105 0.594
C 1.9753 -3.3636 1.1235 -0.593 -1.278 0.044
O 1.5235 -2.8514 2.4475 0.097 -0.683 -1.095
H 1.2065 -4.8294 -0.4247 0.517 0.423 -0.082
H 0.0922 -4.4206 0.8163 -0.049 -0.287 0.324
H 1.4946 -5.5270 1.1472 -0.274 0.172 0.200
H 1.9643 -2.5548 0.3929 -0.023 0.000 0.146
H 2.9831 -3.7692 1.2123 0.295 0.542 0.290
H 1.5227 -1.8925 2.4011 0.281 -0.247 -0.407
C -2.8761 -2.0608 -1.3638 -0.377 1.083 0.276
C -1.4953 -2.6124 -1.1849 -0.414 -0.728 -0.510
O -0.8884 -2.7731 -2.4637 0.185 0.051 0.739
H -3.4364 -2.5840 -2.1387 0.088 -0.150 0.221
H -2.7984 -1.0165 -1.6664 -0.102 0.202 -0.347
H -3.4366 -2.0183 -0.4299 -0.146 -0.344 0.071
H -1.5804 -3.5576 -0.6488 0.484 -0.161 -0.261
H -0.8367 -1.9376 -0.6381 0.052 0.222 0.795
H -0.6375 -1.8628 -2.6369 0.260 -0.110 -0.937
C 2.0271 -0.2180 -1.1652 -0.627 -0.284 -1.928
C 2.8937 0.7464 -0.4285 -1.696 0.539 -1.544
O 3.2823 0.1112 0.7139 1.589 -0.272 2.176
H 1.6664 0.2272 -2.0925 -0.142 0.087 -0.162
H 1.1395 -0.5496 -0.6265 -0.150 0.033 0.402
H 2.5292 -1.1286 -1.4919 0.336 0.068 0.272
H 2.2792 1.5950 -0.1280 -0.213 0.667 -0.225
H 3.6287 1.1649 -1.1161 0.736 -0.402 0.604
H 2.5183 0.2267 1.2835 0.432 -0.461 0.180
C -0.8865 1.5976 -1.2015 -0.937 0.544 -0.391
C -1.0340 1.9620 0.2815 4.306 1.429 -2.856
C -1.4314 3.4494 0.4547 -0.060 -1.493 -0.334
O -0.4735 4.3923 -0.0444 -1.255 -0.648 -0.005
C -0.9227 5.7277 0.0008 1.840 0.558 0.631
N -1.8422 1.0872 0.9652 -2.125 -0.865 2.261
H -1.8239 1.9160 -1.6575 -0.011 -0.048 -0.470
H -0.7872 0.5409 -1.4498 -0.019 -0.067 0.613
H -0.0547 2.0945 -1.7010 -0.030 0.232 0.210
H -0.0359 1.8319 0.6998 0.842 0.760 -0.058
H -1.5520 3.7043 1.5076 -0.274 0.287 0.236
H -2.3749 3.5937 -0.0717 -0.364 0.489 0.009
H -1.6779 5.9764 -0.7448 -0.231 -0.251 -0.622
H 0.0032 6.2929 -0.1059 -0.349 0.345 -0.367
H -1.3842 5.9334 0.9666 -0.341 -0.114 0.244
H -1.3823 0.1982 1.1009 -0.499 -0.545 -0.809
H -1.7841 1.4735 1.8966 -1.181 -0.022 1.236
```
Positions in Å, forces in eV/Å.

Quick look at the Mulliken charges, all values in e: atom 1 (Y): 1.874, atom 2 (O): -0.353, atom 3 (H): 0.104, atom 4 (C): -1.118, atom 5 (C): 0.422, atom 6 (O): -0.567, atom 7 (H): 0.371, atom 8 (H): 0.240, atom 9 (H): 0.356, atom 10 (H): -0.218, atom 11 (H): 0.291, atom 12 (H): 0.402, atom 13 (C): -1.103, atom 14 (C): 0.447, atom 15 (O): -0.512, atom 16 (H): 0.332, atom 17 (H): 0.214, atom 18 (H): 0.340, atom 19 (H): 0.379, atom 20 (H): -0.352, atom 21 (H): 0.356, atom 22 (C): -0.428, atom 23 (C): -0.318, atom 24 (O): -0.531, atom 25 (H): 0.461, atom 26 (H): -0.311, atom 27 (H): 0.425, atom 28 (H): 0.018, atom 29 (H): 0.385, atom 30 (H): 0.241, atom 31 (C): -1.423, atom 32 (C): 0.876, atom 33 (C): -0.740, atom 34 (O): 0.007, atom 35 (C): -0.504, atom 36 (N): -0.341, atom 37 (H): 0.536, atom 38 (H): -0.061, atom 39 (H): 0.379, atom 40 (H): -0.031, atom 41 (H): 0.451, atom 42 (H): 0.524, atom 43 (H): 0.353, atom 44 (H): 0.308, atom 45 (H): 0.374, atom 46 (H): 0.331, atom 47 (H): 0.114